Record 1
ORCA calculation (the ωB97M-V functional and the def2-TZVPD basis) on a 9-piece molecular cluster, C29H46Br16N3O2PS overall in a non-equilibrium geometry.

## Properties
- molecular weight (g/mol) = 1810.21
- E (eV) = -1180189.86928
- E_HOMO (eV) = -7.301
- energy relative to the best compared isomer or geometry (same formula, charge and spin) (eV) = 0.000
- SMILES = NCN1c2cc(O)ccc2Sc2ccc(P(N)O)cc21.BrCCBr.BrCCBr.BrCCBr.BrCCBr.BrCCBr.BrCCBr.BrCCBr.BrCCBr

Last columns: bonded neighbours and bond lengths (Å).
Atoms and positions in Å:
1 N -2.6897 2.7134 6.0327  C2 1.459, H21 1.013, H22 1.011
2 C -2.0412 2.7231 4.7255  N1 1.459, N3 1.499, H23 1.091, H24 1.086
3 N -2.0456 1.3454 4.1343  C2 1.499, C4 1.431, C20 1.436
4 C -2.3001 0.3107 5.0900  N3 1.431, C5 1.386, C10 1.396
5 C -3.5409 -0.3065 5.1190  C4 1.386, C6 1.386, H25 1.078
6 C -3.7875 -1.3087 6.0434  C5 1.386, O7 1.391, C8 1.387
7 O -5.0276 -1.9381 6.0583  C6 1.391, H26 0.960
8 C -2.8330 -1.7098 6.9662  C6 1.387, C9 1.389, H27 1.076
9 C -1.5894 -1.0924 6.9327  C8 1.389, C10 1.385, H28 1.080
10 C -1.3284 -0.0982 6.0044  C4 1.396, C9 1.385, S11 1.777
11 S 0.2565 0.6982 5.8980  C10 1.777, C12 1.776
12 C 0.3649 0.8119 4.1285  S11 1.776, C13 1.387, C20 1.396
13 C 1.5559 0.6151 3.4461  C12 1.387, C14 1.388, H29 1.078
14 C 1.5418 0.6980 2.0603  C13 1.388, C15 1.392, H30 1.083
15 C 0.3716 0.9584 1.3537  C14 1.392, P16 1.826, C19 1.395
16 P 0.3040 0.9861 -0.4711  C15 1.826, N17 1.734, O18 1.652
17 N 1.6514 1.9788 -0.9240  P16 1.734, H31 1.017, H32 1.019
18 O -1.0040 1.9214 -0.8498  P16 1.652, H33 0.963
19 C -0.8160 1.1770 2.0513  C15 1.395, C20 1.388, H34 1.078
20 C -0.8126 1.1051 3.4377  N3 1.436, C12 1.396, C19 1.388
21 H -3.1072 3.6159 6.2271  N1 1.013
22 H -1.9572 2.6171 6.7224  N1 1.011
23 H -0.9989 3.0239 4.8453  C2 1.091
24 H -2.5589 3.4198 4.0735  C2 1.086
25 H -4.3009 -0.0168 4.4113  C5 1.078
26 H -5.1162 -2.4184 5.2316  O7 0.960
27 H -3.0420 -2.5000 7.6662  C8 1.076
28 H -0.7987 -1.3700 7.6145  C9 1.080
29 H 2.4640 0.3950 3.9838  C13 1.078
30 H 2.4656 0.5251 1.5221  C14 1.083
31 H 1.7321 1.8240 -1.9262  N17 1.017
32 H 2.4595 1.4890 -0.5426  N17 1.019
33 H -1.7371 1.3008 -0.9187  O18 0.963
34 H -1.7482 1.4027 1.5581  C19 1.078
35 Br 1.7366 -2.2302 -0.2440  C36 1.947
36 C 2.3662 -3.2745 -1.7614  Br35 1.947, C37 1.501, H39 1.085, H40 1.088
37 C 2.2231 -2.4814 -3.0282  C36 1.501, Br38 1.948, H41 1.088, H42 1.086
38 Br 0.3676 -2.4474 -3.6201  C37 1.948
39 H 1.8000 -4.1999 -1.7816  C36 1.085
40 H 3.4110 -3.4931 -1.5531  C36 1.088
41 H 2.7741 -2.9414 -3.8454  C37 1.088
42 H 2.5444 -1.4511 -2.9114  C37 1.086
43 Br 3.5995 -2.1865 -6.6309  C44 1.949
44 C 2.3949 -1.4150 -7.9550  Br43 1.949, C45 1.504, H47 1.085, H48 1.088
45 C 0.9578 -1.7323 -7.6425  C44 1.504, Br46 1.945, H49 1.088, H50 1.087
46 Br 0.5208 -3.5727 -8.0949  C45 1.945
47 H 2.7143 -1.7885 -8.9223  C44 1.085
48 H 2.5632 -0.3412 -7.9069  C44 1.088
49 H 0.2960 -1.1145 -8.2464  C45 1.088
50 H 0.7164 -1.6006 -6.5912  C45 1.087
51 Br 5.9328 -4.5942 -3.2320  C52 1.948
52 C 6.7387 -3.6385 -4.7263  Br51 1.948, C53 1.504, H55 1.085, H56 1.088
53 C 8.0732 -4.2229 -5.1009  C52 1.504, Br54 1.945, H57 1.088, H58 1.085
54 Br 9.4639 -3.7102 -3.8410  C53 1.945
55 H 6.8000 -2.5950 -4.4357  C52 1.085
56 H 6.0326 -3.7450 -5.5474  C52 1.088
57 H 8.3986 -3.8347 -6.0633  C53 1.088
58 H 8.0609 -5.3072 -5.1314  C53 1.085
59 Br -2.8475 1.8733 9.0584  C60 1.946
60 C -3.1389 3.5210 10.0521  Br59 1.946, C61 1.503, H63 1.081, H64 1.087
61 C -4.6034 3.8151 10.2225  C60 1.503, Br62 1.948, H65 1.088, H66 1.085
62 Br -5.3933 4.4961 8.5771  C61 1.948
63 H -2.6155 4.3025 9.5190  C60 1.081
64 H -2.6646 3.3634 11.0169  C60 1.087
65 H -4.7493 4.6023 10.9589  C61 1.088
66 H -5.1778 2.9397 10.5073  C61 1.085
67 Br -3.8317 1.5672 -2.7373  C68 1.947
68 C -2.7678 2.6056 -3.9944  Br67 1.947, C69 1.505, H71 1.086, H72 1.088
69 C -2.0539 1.7177 -4.9782  C68 1.505, Br70 1.944, H73 1.089, H74 1.085
70 Br -0.4989 0.8558 -4.1919  C69 1.944
71 H -2.0899 3.2177 -3.4077  C68 1.086
72 H -3.4831 3.2436 -4.5096  C68 1.088
73 H -1.6610 2.2999 -5.8103  C69 1.089
74 H -2.6906 0.9272 -5.3615  C69 1.085
75 Br -0.6366 3.0930 13.0771  C76 1.946
76 C 0.9209 3.4001 11.9513  Br75 1.946, C77 1.505, H79 1.085, H80 1.088
77 C 1.0767 4.8546 11.5963  C76 1.505, Br78 1.947, H81 1.088, H82 1.085
78 Br -0.1811 5.4089 10.2174  C77 1.947
79 H 0.8096 2.7643 11.0787  C76 1.085
80 H 1.7696 3.0623 12.5416  C76 1.088
81 H 2.0611 5.0367 11.1711  C77 1.088
82 H 0.9215 5.5121 12.4451  C77 1.085
83 Br -0.1103 -6.8209 -11.6817  C84 1.945
84 C -0.3826 -8.2315 -10.3701  Br83 1.945, C85 1.505, H87 1.085, H88 1.088
85 C -0.4936 -7.6790 -8.9747  C84 1.505, Br86 1.945, H89 1.088, H90 1.085
86 Br 1.2405 -7.1560 -8.2668  C85 1.945
87 H 0.4436 -8.9260 -10.4796  C84 1.085
88 H -1.3099 -8.7207 -10.6600  C84 1.088
89 H -0.8661 -8.4402 -8.2928  C85 1.088
90 H -1.1310 -6.8023 -8.9213  C85 1.085
91 Br 1.0595 2.4634 -7.5496  C92 1.946
92 C 0.2032 3.5054 -8.9519  Br91 1.946, C93 1.505, H95 1.085, H96 1.088
93 C -1.2786 3.6249 -8.7198  C92 1.505, Br94 1.946, H97 1.088, H98 1.085
94 Br -2.2123 1.9745 -9.1551  C93 1.946
95 H 0.4445 3.0230 -9.8932  C92 1.085
96 H 0.6733 4.4856 -8.9161  C92 1.088
97 H -1.7069 4.3825 -9.3720  C93 1.088
98 H -1.5202 3.8579 -7.6878  C93 1.085



Record 2
ORCA calculation (the ωB97M-V functional and the def2-TZVPD basis) on a 2-piece molecular cluster, C5H12O overall.

## Properties
- molecular weight (g/mol) = 88.15
- E (eV) = -7423.85689
- E_HOMO (alpha / beta) (eV) = -6.665 / -6.997
- energy relative to the best compared isomer or geometry (same formula, charge and spin) (eV) = 3.454

Last columns: bonded neighbours and bond lengths (Å).
Atoms and positions in Å:
1 C 2.0632 -0.6388 -0.1460  O2 1.324, H8 1.081, H9 1.079
2 O 1.1930 -0.0710 0.6753  C1 1.324, C3 1.288
3 C -0.0527 -0.3548 0.8397  O2 1.288, C5 1.480, C6 1.491
4 C -0.2372 1.3800 -1.6346  H7 1.097, H10 1.092, H11 1.095, H12 1.094
5 C -0.6339 -1.5018 0.1070  C3 1.480, H13 1.103, H14 1.102, H15 1.093
6 C -0.8333 0.5499 1.7306  C3 1.491, H16 1.098, H17 1.093, H18 1.101
7 H 0.6070 0.6919 -1.5052  C4 1.097
8 H 1.8403 -1.6072 -0.5709  C1 1.081
9 H 3.0604 -0.2352 -0.0593  C1 1.079
10 H -0.1599 1.8432 -2.6204  C4 1.092
11 H -1.1883 0.8430 -1.5592  C4 1.095
12 H -0.1927 2.1531 -0.8616  C4 1.094
13 H -0.3446 -1.4719 -0.9567  C5 1.103
14 H -0.2738 -2.4660 0.4995  C5 1.102
15 H -1.7249 -1.4860 0.1735  C5 1.093
16 H -1.3055 -0.0001 2.5552  C6 1.098
17 H -0.1785 1.3153 2.1559  C6 1.093
18 H -1.6386 1.0563 1.1772  C6 1.101



> Among the records above, which one has the highest E?

C5H12O



> Among the records above, which one has the lowest energy relative to the best compared isomer or geometry (same formula, charge and spin)?

C29H46Br16N3O2PS



> Which value of energy relative to the best compared isomer or geometry (same formula, charge and spin) does entry 2 give?

3.454 eV